Entry 1:
Below is a structure of composition C16H72B2CrIO16 in a non-equilibrium geometry, with properties calculated with ωB97M-V with the def2-TZVPD basis set.

Its spin multiplicity is 4. Its HOMO-LUMO gap (spin up / spin down) is 6.96 / 8.69 eV. The calculated total energy comes out at -88384.158 eV. As for the lowest unoccupied orbital energy (spin up / spin down): -2.04 / -0.31 eV.

```
108
C16H72B2CrIO16, DFT ωB97M-V with the def2-TZVPD basis set
Cr -1.0613 -2.0378 0.8488
B -3.4418 -3.5266 -1.9754
H -3.7399 -4.2438 -2.7245
H -3.0102 -3.9897 -1.1016
H -2.7543 -2.8061 -2.3908
H -4.3416 -3.0055 -1.6872
B 0.6560 -2.6004 1.8642
H 0.7974 -2.6209 0.7947
H 1.5735 -2.8862 2.3549
H 0.3443 -1.6080 2.1507
H -0.1479 -3.3025 2.0226
I -0.0414 0.1621 -0.4612
C 3.1904 3.6738 3.9247
O 1.9706 2.9391 4.0096
H 3.8711 3.1033 3.2929
H 3.1036 4.7027 3.5755
H 3.6373 3.7893 4.9121
H 1.5743 2.9793 3.1362
C 3.0435 3.9074 -1.9648
O 3.2455 3.2930 -3.2053
H 2.8159 3.1754 -1.1899
H 3.9472 4.3992 -1.6047
H 2.2217 4.6165 -2.0651
H 2.4292 2.8249 -3.3958
C 3.4720 0.8653 1.3237
O 4.6752 1.3255 0.7428
H 3.5102 0.9454 2.4101
H 2.7009 1.5907 1.0642
H 3.2133 -0.1259 0.9514
H 4.6630 1.1756 -0.2053
C 0.4765 4.4265 1.4123
O 0.8105 3.0771 1.5928
H 0.2519 4.7845 2.4170
H 1.3814 4.8913 1.0208
H -0.3584 4.5363 0.7201
H 0.7807 2.6363 0.7405
C -1.5788 -1.3362 3.8750
O -1.8656 -0.9492 2.5327
H -2.4056 -1.0246 4.5131
H -1.2640 -2.3744 3.9808
H -0.7242 -0.8144 4.3058
H -2.0627 -0.0107 2.5762
C -2.5996 -4.8618 1.5650
O -2.4043 -3.4502 1.5515
H -1.7931 -5.4559 1.1353
H -2.7098 -5.2102 2.5919
H -3.5145 -5.0760 1.0126
H -3.0787 -3.1020 2.1394
C -3.0151 3.5676 -0.5504
O -3.4454 3.2554 0.7377
H -2.5298 2.8236 -1.1822
H -3.9029 3.8628 -1.1096
H -2.4207 4.4806 -0.5143
H -4.3458 2.9299 0.6672
C 2.0294 -0.7530 4.7849
O 2.7519 -1.5270 3.8773
H 1.2569 -1.4494 5.1112
H 2.6608 -0.3504 5.5769
H 1.6404 0.1258 4.2707
H 2.1341 -1.8932 3.2402
C 0.0032 -4.3129 -1.3845
O -0.8540 -3.3474 -0.7195
H 0.9840 -4.3616 -0.9114
H -0.4204 -5.3172 -1.3895
H 0.0290 -3.8920 -2.3896
H -1.6517 -3.4774 -1.2377
C -3.0826 0.5748 -3.8811
O -4.4599 0.2693 -3.9445
H -2.6181 0.7335 -4.8543
H -2.8562 1.4352 -3.2513
H -2.5027 -0.2280 -3.4258
H -4.6176 -0.5928 -4.3363
C -0.0370 -1.1284 -4.7754
O 0.3999 -0.0774 -5.6288
H -0.0986 -0.8092 -3.7350
H -1.0238 -1.4778 -5.0793
H 0.7512 -1.8745 -4.8757
H 0.1619 -0.3785 -6.5088
C -1.9509 2.3120 3.8822
O -2.0703 1.7640 2.5690
H -2.1614 1.5219 4.6030
H -0.9437 2.6764 4.0843
H -2.6049 3.1712 4.0314
H -2.4718 2.4612 2.0453
C 3.7681 0.2952 -2.6568
O 4.7548 1.1257 -2.1088
H 3.7236 -0.6762 -2.1645
H 2.8085 0.7905 -2.5086
H 3.9992 0.1345 -3.7099
H 4.7165 1.9527 -2.5949
C -3.8043 -0.3308 -0.1785
O -2.9108 -1.4827 -0.1839
H -4.0026 0.0360 -1.1856
H -4.7673 -0.6473 0.2221
H -3.2975 0.5248 0.2679
H -3.2932 -2.0041 -0.8934
C 3.6971 -3.8846 0.3717
O 2.6724 -4.7303 0.9372
H 4.4140 -4.5813 -0.0627
H 3.2174 -3.2471 -0.3710
H 4.1448 -3.2410 1.1290
H 2.1607 -4.1193 1.4723
C -0.2350 2.9615 -3.9554
O 0.8909 2.2152 -4.3267
H 0.1328 3.9727 -3.7814
H -0.9282 2.9037 -4.7946
H -0.7039 2.5339 -3.0692
H 0.6651 1.3793 -4.7413
```

Entry 2:
Below is a structure of composition C28H32N4Ru in a non-equilibrium geometry, with properties calculated with ωB97M-V with the def2-TZVPD basis set.

Its spin multiplicity is 2. Its HOMO-LUMO gap (spin up / spin down) is 6.70 / 6.90 eV. The calculated total energy comes out at -38071.221 eV. As for the lowest unoccupied orbital energy (spin up / spin down): -11.58 / -11.55 eV. As for the total charge: +3.

```
65
C28H32N4Ru, DFT ωB97M-V with the def2-TZVPD basis set
Ru -0.2925 0.2157 -0.3226
C 1.1341 -1.8973 1.7012
N 0.2894 -0.7112 1.8838
C 0.9906 0.3414 2.6536
C 1.3713 1.6154 1.9234
C 2.0886 2.6020 2.6016
C 2.3995 3.7849 1.9507
C 2.0006 3.9621 0.6311
C 1.3016 2.9402 0.0202
N 0.9995 1.8061 0.6587
C -1.0089 -1.0563 2.4701
C -1.9996 0.0702 2.3054
C -3.1623 0.1556 3.0638
C -3.9712 1.2699 2.9169
C -3.5971 2.2746 2.0343
C -2.4479 2.0928 1.2804
N -1.6919 1.0058 1.4059
C 2.2166 -1.6205 0.6924
C 3.5046 -2.1322 0.8005
C 4.4182 -1.8526 -0.2041
C 4.0285 -1.0696 -1.2823
C 2.7223 -0.6035 -1.3178
N 1.8480 -0.8850 -0.3581
H 0.5246 -2.7262 1.3155
H 1.5665 -2.2244 2.6564
H 1.9122 -0.0755 3.0767
H 0.3661 0.6423 3.5026
H 2.3912 2.4519 3.6249
H 2.9441 4.5631 2.4617
H 2.2239 4.8696 0.0941
H 0.9658 3.0169 -1.0137
H -0.9053 -1.2839 3.5393
H -1.4005 -1.9616 1.9900
H -3.4208 -0.6307 3.7562
H -4.8690 1.3636 3.5064
H -4.1824 3.1737 1.9348
H -2.1125 2.8454 0.5728
H 3.7823 -2.7399 1.6476
H 5.4269 -2.2345 -0.1463
H 4.7094 -0.8285 -2.0828
H 2.3701 0.0075 -2.1437
C -1.0184 1.9956 -4.7342
C -0.3138 0.9514 -3.8610
C 0.3001 -0.1370 -4.7420
C -1.1696 0.4257 -2.7294
C -1.0470 -0.9006 -2.2282
C -2.0034 -1.4276 -1.3367
C -3.1580 -0.6898 -0.9962
C -4.3010 -1.3091 -0.2871
C -3.2294 0.6467 -1.4352
C -2.2374 1.2058 -2.2218
H -0.4096 2.2095 -5.6086
H -1.1885 2.9425 -4.2279
H -1.9809 1.6213 -5.0785
H 0.5343 1.4848 -3.3822
H -0.4884 -0.7068 -5.2340
H 0.9404 -0.8290 -4.1991
H 0.8994 0.3213 -5.5255
H -0.3285 -1.5826 -2.6729
H -1.9490 -2.4791 -1.0695
H -4.0073 -1.8012 0.6378
H -4.7259 -2.0934 -0.9210
H -5.0885 -0.5901 -0.0750
H -4.1027 1.2326 -1.1850
H -2.3624 2.2242 -2.5598
```

Entry 3:
Below is a structure of composition C2H2ClNO in a non-equilibrium geometry, with properties calculated with ωB97M-V with the def2-TZVPD basis set.

For the energy above the lowest of the compared OMol25 structures with the same formula, charge and spin, the calculation gives 76.07 kcal per mole. Its HOMO-LUMO gap is 9.83 eV. The calculated total energy comes out at -18162.075 eV. As for the lowest unoccupied orbital energy: 0.72 eV.

```
7
C2H2ClNO, DFT ωB97M-V with the def2-TZVPD basis set
C 0.5049 0.8696 -0.2024
C -0.5529 0.0724 0.0371
N 0.2196 -1.0536 -0.1100
O 1.3387 -0.1943 -0.2752
Cl -2.4438 0.0567 0.0366
H 0.7298 1.8784 -0.1828
H 0.2037 -1.6293 0.6966
```

Entry 4:
Below is a cluster of 2 separate species, C6H15NO in total in a non-equilibrium geometry, with properties calculated with ωB97M-V with the def2-TZVPD basis set.

For the energy above the lowest of the compared OMol25 structures with the same formula, charge and spin, the calculation gives 35.47 kcal per mole. Its HOMO-LUMO gap is 9.37 eV. The calculated total energy comes out at -10002.219 eV. The structure (SMILES) is CCC/C=C/NC.O. As for the lowest unoccupied orbital energy: 0.95 eV.

```
23
C6H15NO, DFT ωB97M-V with the def2-TZVPD basis set
C -1.7884 -0.3991 1.7480
C -2.0787 -1.1650 0.4628
C -0.7907 -1.4437 -0.3067
C -0.0640 -0.2443 -0.8561
C 1.2583 -0.1803 -0.9447
N 2.0180 0.8411 -1.5685
C 1.2848 2.0477 -1.9432
H -1.3677 -1.1018 2.4850
H -1.1083 0.4191 1.5453
H -2.6734 -0.0020 2.2185
H -2.7900 -0.6138 -0.1491
H -2.5083 -2.1267 0.7539
H -1.0015 -2.1647 -1.1008
H -0.1202 -2.0312 0.3362
H -0.6937 0.5892 -1.1503
H 1.8962 -0.9979 -0.6385
H 2.7332 1.1158 -0.9069
H 0.9389 2.6257 -1.0867
H 0.4196 1.7852 -2.5506
H 1.9298 2.6531 -2.5688
O 1.8478 0.2934 2.1095
H 1.2619 0.3555 1.3432
H 1.3963 -0.2554 2.7685
```

Entry 5:
Below is a cluster of 2 separate species, C4H12N2 in total in a non-equilibrium geometry, with properties calculated with ωB97M-V with the def2-TZVPD basis set.

For the energy above the lowest of the compared OMol25 structures with the same formula, charge and spin, the calculation gives 48.40 kcal per mole. Its HOMO-LUMO gap is 9.97 eV. The calculated total energy comes out at -7320.930 eV. The structure (SMILES) is C=NC.CCN. As for the lowest unoccupied orbital energy: 1.01 eV.

```
18
C4H12N2, DFT ωB97M-V with the def2-TZVPD basis set
C 0.1796 1.2538 -2.1094
N -0.2085 1.4961 -0.9311
C 0.7222 1.9677 0.0643
H 1.1220 1.7750 -2.3677
H -0.2168 0.7069 -2.9564
H 1.6572 2.4150 -0.2729
H 0.9286 1.1625 0.7850
H 0.0955 2.6169 0.6814
C 0.5583 -1.8436 0.4004
C -0.6046 -1.3847 1.2597
N -1.7172 -0.8984 0.3773
H 0.2777 -1.6137 -0.6307
H 1.4364 -1.1800 0.5679
H 0.9932 -2.8413 0.3928
H -0.9739 -2.3141 1.7163
H -0.4289 -0.6537 2.0525
H -1.3802 -0.0363 -0.0664
H -2.4406 -0.6281 1.0369
```

Entry 6:
Below is a structure of composition C19H24N5Se2Te2Ti in a non-equilibrium geometry, with properties calculated with ωB97M-V with the def2-TZVPD basis set.

For the energy above the lowest of the compared OMol25 structures with the same formula, charge and spin, the calculation gives 15.09 kcal per mole. Its spin multiplicity is 2. Its HOMO-LUMO gap (spin up / spin down) is 5.56 / 5.61 eV. The calculated total energy comes out at -195939.488 eV. As for the lowest unoccupied orbital energy (spin up / spin down): -0.82 / -0.78 eV.

```
53
C19H24N5Se2Te2Ti, DFT ωB97M-V with the def2-TZVPD basis set
Ti 1.3513 -0.0233 0.1964
C 1.9692 -2.5762 1.4557
C 1.3323 -3.1280 0.1776
N 0.7085 -2.0344 -0.6134
C -0.7440 -2.0912 -0.8112
C -1.4330 -0.8546 -0.2870
C -2.7954 -0.7021 -0.4630
C -3.4451 0.3657 0.1274
C -2.6921 1.2216 0.9170
C -1.3334 1.0313 1.0256
C -0.4807 1.9272 1.8802
N 0.6780 1.1661 2.3183
C 0.4232 0.2296 3.4216
C 1.3469 -0.9778 3.2772
N 1.0740 -1.5366 1.9594
N -0.6788 0.0279 0.3982
H 2.9358 -2.1216 1.2262
H 2.1374 -3.3868 2.1754
H 0.5732 -3.8725 0.4359
H 2.1018 -3.6153 -0.4174
H 1.1579 -2.0211 -1.5256
H -1.1697 -2.9541 -0.2918
H -0.9893 -2.2106 -1.8686
H -3.3420 -1.4280 -1.0514
H -4.5069 0.5181 -0.0091
H -3.1538 2.0486 1.4402
H -1.0831 2.3159 2.7103
H -0.1350 2.7789 1.2901
H 1.4375 1.7839 2.5758
H -0.6150 -0.1104 3.3510
H 0.5557 0.7030 4.3975
H 1.1757 -1.6970 4.0866
H 2.3849 -0.6509 3.3113
H 0.1277 -1.9082 1.9782
Se 3.4468 0.9866 1.3011
Te 5.4702 -0.4915 1.2901
Te 5.6759 -0.4982 -1.4159
Se 3.3208 -1.1803 -1.8114
C 1.3864 1.7210 -1.0331
C 0.1813 1.7112 -1.8546
C -0.8588 2.6448 -1.6953
C -2.0292 2.5520 -2.4189
C -2.2082 1.5252 -3.3496
C -1.1602 0.6256 -3.5751
C 0.0047 0.7213 -2.8467
C -3.4460 1.3850 -4.0412
N -4.4572 1.2472 -4.5754
H 1.5167 2.6522 -0.4769
H 2.2791 1.5288 -1.6289
H -0.7275 3.4662 -0.9999
H -2.8204 3.2783 -2.2767
H -1.2797 -0.1389 -4.3335
H 0.8315 0.0464 -3.0524
```